# 1
Entry from the Open Molecules 2025 dataset: an isolated molecule of C16H28N4O3 (ωB97M-V/def2-TZVPD).

ORCA input file:
```
! RIJCOSX wB97M-V def2-TZVPD def2/J DEFGRID3
* xyz 0 1
C -2.981 -0.409 -2.370
H 5.514 1.983 0.867
H -3.582 -1.709 1.376
C -3.654 0.707 -1.561
C 3.202 1.763 -0.614
H -1.682 -2.250 -0.914
H 3.091 2.509 1.385
O 0.084 -3.506 0.278
H -3.708 -0.385 2.551
C 4.827 1.248 1.281
C -1.779 -1.342 2.450
H -0.934 0.191 -2.366
C 0.301 -1.511 -0.984
C 3.435 0.491 -1.431
H -0.319 2.363 1.200
C -2.211 1.339 1.136
N -1.586 -0.540 -2.061
H -2.749 2.182 0.687
H -3.479 -1.361 -2.170
H 3.258 0.705 -2.488
H -4.540 -0.660 -0.176
H -2.317 1.439 2.225
H 4.932 1.251 2.363
N 2.133 -2.576 0.092
C 3.044 -1.629 -0.307
H 2.187 2.115 -0.808
C -0.734 1.456 0.766
C -3.989 0.282 -0.129
H -2.039 -2.060 3.224
H -0.176 0.604 1.141
H 3.897 2.522 -0.978
H -0.606 1.498 -0.311
C 1.207 -0.483 -1.440
H 5.107 0.262 0.919
H -1.225 -0.531 2.913
N -2.805 0.082 0.689
H -1.144 -1.840 1.723
C 0.771 -2.608 -0.168
C -1.047 -1.462 -1.303
H -4.668 1.034 0.313
C -3.054 -0.843 1.785
H -3.004 1.583 -1.553
N 2.527 -0.580 -1.039
H 2.509 -3.341 0.640
H 2.726 0.792 1.252
O 4.217 -1.729 -0.030
H -4.585 0.982 -2.060
C 3.391 1.581 0.892
H -3.070 -0.183 -3.437
H 4.449 0.117 -1.295
O 0.858 0.458 -2.152
*
```

Output
E_tot   -29151.6694 eV
Kohn-Sham gap   9.10 eV
Lowest unoccupied orbital energy   0.510 eV
Molar mass   324.42 g mol⁻¹
Energy relative to the best compared isomer or geometry (same formula, charge and spin)   0.0 kcal/mol
Maximum force   0.6 eV Å⁻¹



# 2
Entry from the Open Molecules 2025 dataset: a structure of composition C16H29AuGeN4S in a non-equilibrium geometry (ωB97M-V/def2-TZVPD).

ORCA input file:
```
! RIJCOSX wB97M-V def2-TZVPD def2/J DEFGRID3
* xyz 2 1
H 1.754 -1.777 1.521
N 1.733 0.784 0.621
Ge 0.839 -2.466 0.477
H 1.229 -4.127 2.748
C 0.583 -6.020 3.559
C 3.349 -4.636 0.503
H 3.571 -5.685 -1.346
C 2.976 0.653 0.178
H 0.370 1.836 4.371
H -0.230 -4.038 3.746
H 1.169 -5.045 -1.115
H -1.219 2.323 3.787
C 1.486 1.441 1.771
H -0.343 -6.530 3.809
C 3.290 -4.683 -1.016
H 3.093 0.097 -0.741
H 5.063 1.041 0.445
C 0.284 -4.640 2.993
H 1.900 -4.557 -2.641
N -2.101 0.806 1.756
C 0.094 1.528 2.288
H 1.185 -5.944 4.460
C 3.845 1.906 1.999
H 2.295 -2.253 -1.662
H 4.314 -4.984 0.861
C 2.543 2.027 2.471
H 2.371 2.571 3.384
H 2.582 -5.278 0.935
C 4.070 1.186 0.838
H 3.216 -3.611 0.874
H 0.616 -2.708 -1.997
H -2.584 1.308 2.503
C -2.858 0.164 0.828
N -4.165 0.099 1.036
H 0.197 3.316 3.437
H 4.667 2.360 2.534
H -0.082 -5.362 1.001
N -0.778 0.902 1.597
H -1.303 -2.701 1.895
C -0.835 -3.337 1.142
H 4.014 -3.984 -1.439
C 1.483 -2.914 -1.363
H -4.628 0.514 1.831
C -0.162 2.294 3.538
H -4.740 -0.353 0.340
H 1.121 -6.626 2.835
H -1.505 -3.408 0.282
C 1.903 -4.372 -1.565
C -0.574 -4.720 1.735
S -2.268 -0.604 -0.572
H -1.536 -5.180 1.976
Au 0.039 -0.046 -0.454
*
```

Output
E_tot   -94051.1013 eV
Kohn-Sham gap   7.93 eV
Lowest unoccupied orbital energy   -7.401 eV
Molar mass   579.08 g mol⁻¹
Maximum force   1.1 eV Å⁻¹